{"formula": "C49H141N9O22", "method": "ωB97M-V/def2-TZVPD", "species": ["H", "H", "C", "C", "C", "H", "H", "H", "H", "H", "H", "H", "C", "H", "H", "H", "H", "H", "O", "C", "C", "H", "H", "O", "H", "O", "H", "O", "C", "H", "C", "H", "C", "H", "O", "H", "O", "H", "C", "N", "H", "C", "C", "O", "O", "C", "H", "O", "C", "H", "H", "H", "H", "H", "C", "C", "H", "H", "H", "O", "H", "H", "H", "H", "O", "H", "H", "O", "H", "H", "H", "H", "H", "H", "H", "H", "H", "H", "H", "H", "H", "C", "H", "H", "H", "H", "H", "N", "C", "C", "C", "H", "H", "N", "H", "H", "H", "H", "H", "H", "H", "H", "C", "O", "H", "N", "N", "C", "H", "C", "H", "C", "C", "H", "H", "C", "C", "H", "C", "H", "H", "H", "H", "H", "H", "C", "H", "H", "H", "H", "H", "H", "O", "H", "H", "H", "N", "H", "O", "H", "N", "C", "H", "N", "H", "H", "N", "H", "H", "C", "H", "C", "C", "C", "H", "H", "C", "H", "H", "H", "H", "H", "H", "C", "C", "C", "H", "H", "O", "H", "H", "H", "H", "C", "H", "O", "H", "O", "O", "H", "H", "H", "H", "C", "C", "O", "H", "C", "H", "H", "H", "H", "H", "C", "H", "C", "H", "O", "H", "C", "H", "O", "H", "C", "H", "H", "H", "H", "H", "C", "H", "H", "C", "H", "H", "H", "H", "H", "H", "H", "C"], "positions_angstrom": [[-13.92358, 14.81511, -14.80105], [-14.19263, 17.62948, -3.72386], [-20.31315, 16.45600, 5.17736], [-24.33744, 16.48536, -8.73890], [-25.34434, 15.33088, -8.89412], [-6.97897, 14.91797, -3.29815], [-19.31989, 32.62994, -4.81880], [-20.11058, 28.38171, -1.46092], [-16.95438, 26.53041, 6.12228], [-10.85000, 26.29465, -1.75709], [-4.64601, 16.97303, -1.16584], [-8.92378, 16.74994, 6.96244], [-10.44207, 25.52828, 0.03912], [-16.35931, 18.47813, -4.57921], [-10.85918, 22.88310, -9.17470], [-12.31523, 11.35934, -0.40945], [-10.71301, 14.90003, 6.22792], [-9.70434, 26.40100, 4.02044], [-14.44544, 14.15139, -8.32309], [-15.63167, 13.57899, -7.90465], [-9.88739, 22.77943, -9.65737], [-17.95880, 14.89411, 2.98875], [-16.33486, 28.90026, 5.41143], [-19.04046, 10.69390, -1.68368], [-24.21845, 14.03451, -10.29593], [-14.05291, 20.37423, 3.51755], [-10.83843, 15.84136, 9.00759], [-7.75302, 23.98494, -9.70193], [-16.55477, 25.24474, -7.75290], [-9.41337, 15.06898, 8.62363], [-9.98588, 16.72428, 7.20614], [-21.84565, 17.45796, -8.14690], [-16.47079, 15.21711, -14.56423], [-18.31080, 15.60836, 5.57002], [-14.91286, 25.22965, -6.02058], [-21.98637, 16.80608, -6.48353], [-20.87002, 29.72535, -2.91062], [-15.41240, 28.28185, 6.79802], [-16.79955, 19.85182, -2.95182], [-10.24723, 26.51283, -0.97661], [-15.52753, 20.25716, -5.42305], [-15.79191, 19.00521, -3.81217], [-13.20845, 16.54704, -13.58001], [-25.05886, 23.37075, 4.05792], [-25.89736, 13.02609, -1.80940], [-9.72230, 26.00595, 1.37824], [-8.74930, 24.41779, -0.92624], [-9.92888, 25.03588, 2.42127], [-18.66542, 15.61120, 3.40659], [-19.74489, 30.62731, -1.53016], [-14.65309, 19.81501, 1.66772], [-8.65548, 26.17070, 1.22711], [-26.13980, 12.12698, -2.04273], [-25.94870, 15.13893, -8.00755], [-6.08747, 15.52782, -3.15175], [-14.01510, 20.58856, 2.09515], [-15.80557, 12.59278, -8.33507], [-20.71144, 16.37910, 6.18907], [-21.19261, 33.45625, -1.86710], [-26.79068, 15.77667, -1.39609], [-4.11098, 15.53755, -0.49581], [-16.93341, 15.05895, -13.59002], [-17.48452, 23.72058, -8.58638], [-26.26364, 16.01844, -3.48276], [-16.87615, 23.82977, -7.85183], [-11.46513, 15.26201, -13.99251], [-19.52271, 15.53779, 2.73745], [-9.55253, 21.41824, -9.74850], [-10.24161, 20.95255, -10.22797], [-3.56981, 16.44146, -3.35219], [-23.63857, 16.54111, -9.57350], [-23.36902, 22.55932, 3.20886], [-19.25897, 28.59342, 4.11933], [-14.18598, 10.61328, -1.52460], [-6.43102, 16.56198, -3.17597], [-18.56893, 27.62797, 5.32059], [-18.80879, 10.52765, -3.70385], [-9.38774, 23.60126, 0.37902], [-16.24170, 26.84402, -6.26205], [-24.53711, 20.70163, 2.13527], [-11.97455, 15.27550, -12.29400], [-24.35511, 22.25564, 3.56030], [-24.12658, 21.65185, 4.43854], [-17.14659, 25.68294, 3.84638], [-19.49770, 31.00231, -4.74574], [-21.49042, 31.08104, -1.46154], [-25.78815, 13.64052, -3.81643], [-14.98329, 19.89303, -4.65407], [-26.25309, 13.91621, -2.86990], [-19.06677, 18.45716, 5.73272], [-16.59246, 26.61119, 3.98561], [-16.21297, 14.28726, -15.07119], [-9.65095, 14.92128, 4.12494], [-2.00535, 16.48439, -1.99749], [-17.36122, 20.44793, -3.67104], [-9.57799, 18.63425, 7.58279], [-13.74861, 16.55742, -11.69594], [-14.16954, 18.73527, -2.49730], [-20.00793, 13.98272, 6.05253], [-19.45316, 18.49529, 6.75123], [-19.15733, 18.97292, -0.85763], [-14.65121, 28.36044, 5.28008], [-14.88722, 18.12488, -3.04545], [-23.49160, 16.20116, -7.56934], [-9.72048, 16.35095, 3.16165], [-19.52555, 14.06841, 5.16932], [-13.69341, 17.25209, -12.42702], [-14.25335, 15.48525, -14.00716], [-26.42989, 16.57764, -1.00893], [-16.14419, 25.76318, -6.36396], [-10.17954, 26.92696, 1.73986], [-9.35371, 25.42366, 3.68884], [-19.27604, 31.83332, -4.07612], [-9.56854, 24.65959, 4.43592], [-16.86510, 25.43713, -5.61424], [-3.21532, 15.88766, -2.48285], [-20.95959, 28.56363, -2.11986], [-17.29597, 15.59664, -15.16685], [-9.70128, 16.00779, 4.19605], [-20.88699, 27.63075, -2.67892], [-13.02378, 20.42622, 1.67203], [-1.31282, 16.25984, -2.69754], [-2.04557, 17.48676, -2.11471], [-3.86511, 13.88144, -3.08432], [-12.54998, 12.31275, -1.78107], [-20.36854, 32.04625, -3.00702], [-20.73763, 13.08735, -4.93896], [-20.11801, 13.74484, 4.41806], [-14.68536, 17.29294, -12.61264], [-24.86958, 17.41082, -8.51874], [-13.04005, 17.28551, -14.36385], [-11.95962, 16.08978, 6.49576], [-10.81901, 16.46346, 4.91494], [-11.02834, 16.50665, -12.89268], [-27.31804, 13.75882, -3.04080], [-15.84093, 26.63347, 3.19642], [-10.39651, 18.09232, 7.34520], [-26.89980, 16.36548, -9.39398], [-17.60407, 18.97276, -2.18412], [-19.79328, 10.76958, -1.09281], [-20.29272, 33.31413, -2.30310], [-8.79463, 23.55654, -8.85748], [-10.10360, 23.11311, -10.67227], [-15.08676, 25.73392, 5.72664], [-14.92304, 24.27370, -6.10812], [-15.57094, 13.57265, -6.81637], [-26.31558, 15.72333, -9.91015], [-8.02816, 24.80115, -10.12585], [-8.78729, 16.37558, 4.66237], [-12.35642, 11.27873, -1.49569], [-15.63747, 25.50551, -8.28079], [-18.49050, 19.68088, -1.34981], [-10.91009, 15.97206, 6.22606], [-15.61777, 28.14631, 5.73616], [-2.29761, 14.36657, -3.76739], [-13.73867, 13.50303, -8.36444], [-9.84538, 16.06971, 8.62052], [-11.37332, 11.00130, -1.87601], [-21.91353, 28.57028, -1.59255], [-26.91719, 14.93358, -10.09580], [-23.04034, 18.13168, -6.99775], [-24.04971, 13.57094, -8.62342], [-18.82158, 19.50004, 5.53170], [-18.77817, 27.62407, 4.25087], [-20.64036, 30.85919, -2.10675], [-16.11462, 26.74566, 5.46155], [-15.42385, 24.79449, 5.57191], [-18.17496, 17.83059, 5.71923], [-13.40141, 10.52176, -2.07019], [-18.27712, 16.59608, 3.14714], [-16.36987, 14.30498, -8.24538], [-15.41608, 17.51144, -2.31600], [-11.49117, 25.31480, 0.24385], [-9.70615, 24.26062, -0.42842], [-8.26855, 25.39551, 3.59015], [-5.52439, 15.18624, -1.87454], [-26.11693, 21.25262, 2.83117], [-20.29292, 12.26527, -4.71981], [-15.40744, 16.12207, -14.52611], [-17.97568, 20.22336, -0.55686], [-25.85218, 23.06991, 1.65759], [-13.91416, 19.43633, 3.66817], [-20.54889, 12.78568, -2.80943], [-4.38113, 15.95867, -1.46419], [-22.52904, 17.22800, -7.32946], [-17.47902, 27.64579, 3.58783], [-17.31678, 25.90876, -8.16095], [-2.92726, 14.39724, -2.87818], [-20.37219, 10.27478, -3.26614], [-9.24706, 16.61377, 9.35134], [-14.39854, 21.58433, 1.87261], [-5.39384, 15.37037, -3.97769], [-18.90931, 13.02299, -3.44572], [-25.12201, 21.54717, 2.49728], [-25.00939, 15.71945, -2.32537], [-19.53099, 10.90641, -2.98062], [-20.16109, 34.06506, -2.96557], [-25.28085, 22.36998, 1.33311], [-18.29157, 31.68837, -3.63126], [-24.73849, 14.02146, -9.33807], [-10.79707, 27.31793, -0.71285], [-20.00738, 17.79641, 4.85181], [-24.57272, 23.57796, 4.85937], [-11.87004, 15.88267, -13.19318], [-21.15134, 16.22274, 4.52076], [-10.54365, 18.43672, 6.40721], [-21.27155, 32.16142, -3.60654], [-14.51563, 14.89229, -13.13097], [-19.17165, 20.28678, -1.94732], [-19.13717, 15.46946, 4.87294], [-14.30886, 25.79037, 5.08494], [-14.27023, 19.29141, -5.04097], [-26.03670, 15.45604, -2.57706], [-16.20869, 20.54314, -2.35095], [-2.44572, 13.81118, -2.09540], [-19.30540, 26.69281, 4.04382], [-25.51446, 13.26085, -9.42438], [-9.31268, 24.38949, -8.38217], [-10.20797, 23.78135, -1.26901], [-8.48139, 22.89940, -8.04622], [-19.77476, 12.36034, -3.44810]], "homo_energy_ev": -8.935, "lumo_ev": 0.0646, "energy_ev": -111540.5691, "orbital_gap_ev": 9.00, "charge": 0, "spin_multiplicity": 1}